[1]
Density functional theory data (ωB97M-V with the def2-TZVPD basis set) for C6H15N3 in the gas phase in a non-equilibrium geometry.

Each line ends with the natural charge from an NBO analysis.
Geometry (Å):
C 2.551 0.567 0.009  -0.392
C 1.226 1.024 -0.669  -0.268
C -2.054 1.047 -0.411  -0.610
C -1.559 -1.312 -0.355  -0.646
C -0.831 0.055 1.614  -0.636
C -1.013 -0.014 0.054  0.126
N 2.159 -0.832 0.391  -0.402
N 1.109 -1.163 -0.472  -0.213
N 0.286 -0.054 -0.779  -0.271
H 3.307 0.611 -0.713  0.207
H 2.884 1.290 0.830  0.225
H 0.630 1.850 -0.199  0.202
H 1.484 1.398 -1.648  0.208
H -1.661 2.036 -0.308  0.209
H -2.386 0.831 -1.433  0.224
H -2.912 0.958 0.219  0.223
H -0.776 -2.126 -0.124  0.221
H -1.704 -1.520 -1.389  0.228
H -2.543 -1.724 0.111  0.225
H -0.277 -0.761 2.069  0.227
H -0.363 0.896 1.935  0.209
H -1.847 0.149 2.050  0.221
H 2.959 -1.511 0.473  0.174
H 1.331 -1.694 -1.255  0.309

Atomic forces in eV per Å
-2.65 1.37 2.45
-0.60 2.75 0.47
1.52 -0.71 -0.55
-1.06 -5.03 1.65
-1.76 -1.66 -1.42
0.04 -0.05 0.27
-1.32 1.51 -2.25
0.47 2.49 3.94
0.73 -0.50 0.68
1.32 -0.79 -1.12
-0.66 -1.56 -0.60
1.11 -0.36 0.10
0.00 -0.01 -0.53
0.10 0.81 -0.15
0.31 0.27 0.13
-0.52 -0.12 0.54
-1.32 0.93 0.16
-0.10 0.80 -1.14
1.63 1.24 -0.26
-0.22 -0.41 -0.29
1.59 2.82 0.59
0.50 -0.51 -0.20
0.00 -0.82 -0.56
0.88 -2.46 -1.90

## Properties
HOMO (alpha / beta) = -2.88 / -10.13 eV
Multiplicity = 3
LUMO (alpha / beta) = 0.68 / -2.32 eV
Calculated total energy = -10927.6470 eV
Relative energy (zero: lowest compared OMol25 entry of this formula, charge and spin) = 45.70 kcal/mol


[2]
Density functional theory data (ωB97M-V with the def2-TZVPD basis set) for 2 unconnected molecules or ions with the total composition C21H22F2N3 in a non-equilibrium geometry.

Each line ends with the natural charge from an NBO analysis.
Geometry (Å):
F -1.731 -4.268 2.340  -0.306
C -0.772 -3.332 2.651  0.367
C 0.377 -3.779 3.297  -0.142
C 1.341 -2.808 3.609  -0.211
C 1.171 -1.480 3.234  -0.090
C 0.014 -1.032 2.519  -0.181
C -0.033 0.326 2.081  0.122
C -1.114 1.087 1.545  -0.084
C -0.877 2.484 1.395  -0.105
C -1.793 3.372 0.866  -0.201
C -3.031 2.901 0.403  -0.141
C -3.285 1.540 0.555  0.380
F -4.488 1.067 0.088  -0.305
C -2.402 0.630 1.128  -0.187
C -1.000 -2.013 2.293  -0.125
H 0.502 -4.832 3.544  0.264
H 2.235 -3.120 4.152  0.250
H 1.940 -0.748 3.482  0.233
H 0.934 0.846 2.103  0.254
H 0.091 2.842 1.720  0.211
H -1.546 4.434 0.806  0.256
H -3.761 3.562 -0.055  0.264
H -2.710 -0.400 1.215  0.229
H -1.937 -1.756 1.821  0.221
C 1.504 6.607 0.064  -0.096
C 2.022 5.363 0.413  -0.129
N 2.752 5.535 1.571  -0.357
C 3.559 4.499 2.288  -0.207
C 2.831 4.001 3.546  -0.060
C 3.584 3.301 4.698  -0.399
C 2.532 2.336 5.303  -0.417
C 1.304 2.406 4.379  -0.218
N 1.819 3.041 3.168  -0.651
C 2.624 6.862 1.928  0.156
N 1.873 7.513 1.040  -0.443
H 0.932 6.872 -0.816  0.219
H 1.914 4.411 -0.083  0.211
H 3.722 3.668 1.583  0.223
H 4.527 4.950 2.563  0.226
H 2.353 4.893 4.007  0.173
H 4.474 2.775 4.331  0.215
H 3.886 4.045 5.444  0.227
H 2.915 1.315 5.375  0.210
H 2.217 2.639 6.302  0.226
H 0.891 1.421 4.128  0.172
H 0.508 3.010 4.867  0.184
H 1.099 3.513 2.635  0.354
H 3.102 7.247 2.829  0.207

Atomic forces in eV per Å
1.01 1.16 0.37
-1.12 -0.58 -0.49
0.18 0.89 -0.07
-0.07 -0.17 0.11
0.02 0.18 -0.39
0.08 -0.88 0.43
-0.41 -0.52 -0.26
-0.55 0.54 -0.34
0.48 -0.24 -0.01
-0.43 0.02 -0.10
0.81 -0.04 0.40
-0.88 -1.04 -0.29
1.34 0.45 0.62
-0.06 0.51 -0.11
0.29 -0.11 0.11
-0.06 0.27 -0.05
-0.25 0.22 -0.21
-0.11 -0.20 -0.11
-0.37 0.07 0.31
-0.37 -0.14 -0.41
-0.06 -0.35 -0.04
0.06 -0.20 0.09
-0.16 0.31 -0.20
0.25 -0.39 0.06
0.91 -0.96 1.49
-0.33 0.74 -0.41
0.17 -0.15 0.44
-0.10 0.50 -0.01
-0.16 0.72 0.43
0.08 0.16 -0.30
-0.06 -0.19 0.01
-0.19 0.51 0.06
-0.41 -0.46 -0.47
-0.68 -0.52 -1.33
0.53 -0.16 0.48
0.05 0.04 0.28
0.28 -0.02 0.06
0.05 0.32 0.34
-0.35 -0.15 -0.21
0.12 -0.17 -0.21
-0.21 0.05 0.15
0.17 -0.21 -0.25
0.03 0.14 0.00
0.25 -0.04 0.01
-0.01 0.18 0.33
0.25 -0.32 -0.25
0.26 0.18 0.42
-0.25 0.05 -0.45

## Properties
Net charge = +1
HOMO = -10.96 eV
Multiplicity = 1
LUMO = -6.42 eV
Calculated total energy = -32030.7531 eV
Relative energy (zero: lowest compared OMol25 entry of this formula, charge and spin) = 21.03 kcal/mol


[3]
Density functional theory data (ωB97M-V with the def2-TZVPD basis set) for a molecular structure, C52H77AsBN7OPSSn.

Each line ends with the Löwdin charge.
Geometry (Å):
Sn 0.784 0.004 0.347  0.936
C -0.961 -4.850 -0.232  -0.097
C -0.027 -3.821 -0.007  -0.188
N -0.289 -2.765 -0.760  0.035
N -1.370 -3.081 -1.498  -0.023
C -1.796 -4.326 -1.195  -0.132
B -2.013 -2.177 -2.591  -0.543
N -3.029 -1.186 -1.971  -0.038
C -4.371 -1.280 -2.118  -0.121
C -4.957 -0.332 -1.307  -0.111
C -3.860 0.298 -0.686  -0.211
N -2.713 -0.217 -1.102  0.099
N -0.919 -1.481 -3.413  -0.040
C -0.574 -1.840 -4.671  -0.116
C 0.497 -1.064 -5.058  -0.099
C 0.738 -0.243 -3.941  -0.217
N -0.121 -0.499 -2.967  0.064
H -1.013 -5.824 0.230  0.072
H 0.831 -3.805 0.651  0.096
H -2.645 -4.764 -1.698  0.103
H -2.632 -2.904 -3.335  0.105
H -4.809 -2.011 -2.779  0.099
H -6.008 -0.122 -1.192  0.075
H -3.870 1.083 0.056  0.094
H -1.110 -2.613 -5.196  0.098
H 1.025 -1.094 -5.997  0.072
H 1.501 0.509 -3.795  0.097
S 0.100 2.977 2.262  0.419
C 0.675 2.273 0.955  -0.901
C 4.799 -3.190 -2.301  -0.148
N 3.560 -2.913 -1.609  -0.245
C 2.542 -2.493 -2.562  -0.108
C 3.691 -1.981 -0.478  -0.182
C 3.887 -0.518 -0.835  -0.259
C 5.135 -0.125 -1.329  -0.087
C 5.369 1.179 -1.742  -0.131
C 4.338 2.104 -1.647  -0.126
C 3.117 1.723 -1.103  -0.167
C 2.848 0.415 -0.670  -0.249
H 4.650 -4.055 -2.956  0.071
H 5.586 -3.437 -1.583  0.074
H 5.150 -2.355 -2.931  0.071
H 2.364 -3.300 -3.278  0.084
H 2.841 -1.596 -3.125  0.076
H 1.613 -2.271 -2.039  0.048
H 4.530 -2.342 0.127  0.105
H 2.785 -2.067 0.124  0.068
H 5.946 -0.846 -1.377  0.089
H 6.345 1.469 -2.117  0.079
H 4.496 3.130 -1.967  0.082
H 2.342 2.471 -0.989  0.016
O -1.686 -1.082 2.021  -0.391
P -2.219 -1.614 3.301  0.797
C -0.733 -1.990 4.343  -0.305
C -0.759 -2.307 5.845  -0.184
C -0.875 -3.795 6.176  -0.203
C 0.230 -4.581 5.477  -0.207
C 0.081 -4.416 3.967  -0.192
C 0.186 -2.946 3.557  -0.192
C -3.142 -3.171 2.889  -0.316
C -3.970 -3.912 3.950  -0.180
C -5.444 -3.502 4.010  -0.207
C -6.087 -3.504 2.628  -0.211
C -5.326 -2.545 1.718  -0.197
C -3.885 -3.015 1.551  -0.185
C -3.233 -0.277 4.086  -0.315
C -3.931 -0.499 5.441  -0.192
C -4.211 0.842 6.120  -0.204
C -2.905 1.556 6.507  -0.197
C -1.783 1.266 5.494  -0.188
C -2.352 0.994 4.106  -0.213
H -0.281 -0.996 4.217  0.110
H -1.552 -1.761 6.354  0.075
H 0.191 -1.952 6.262  0.112
H -1.842 -4.186 5.850  0.085
H -0.818 -3.928 7.261  0.104
H 0.177 -5.637 5.757  0.101
H 1.206 -4.195 5.793  0.104
H -0.886 -4.837 3.667  0.097
H 0.853 -4.986 3.443  0.110
H -0.025 -2.828 2.493  0.074
H 1.215 -2.613 3.690  0.083
H -2.254 -3.773 2.662  0.089
H -3.526 -3.772 4.938  0.082
H -3.927 -4.984 3.723  0.116
H -5.531 -2.496 4.418  0.077
H -5.975 -4.178 4.687  0.104
H -7.141 -3.218 2.705  0.101
H -6.046 -4.514 2.201  0.111
H -5.340 -1.539 2.154  0.105
H -5.798 -2.479 0.737  0.100
H -3.324 -2.320 0.922  0.092
H -3.890 -3.983 1.038  0.114
H -3.994 -0.133 3.311  0.108
H -3.323 -1.111 6.110  0.092
H -4.872 -1.026 5.301  0.080
H -4.828 0.684 7.008  0.100
H -4.786 1.468 5.431  0.111
H -2.593 1.232 7.504  0.099
H -3.088 2.632 6.563  0.100
H -1.203 0.400 5.823  0.090
H -1.093 2.108 5.435  0.103
H -1.545 0.898 3.380  0.053
H -2.941 1.860 3.791  0.119
C 0.222 4.744 -2.558  -0.334
As -0.410 2.946 -2.009  1.164
C -1.429 2.626 -3.667  -0.332
C -1.906 3.570 -0.838  -0.343
C -3.029 4.253 -1.533  -0.305
C -3.055 5.643 -1.673  -0.069
C -4.086 6.281 -2.350  -0.112
C -5.128 5.545 -2.895  -0.127
C -5.121 4.161 -2.758  -0.096
C -4.086 3.526 -2.091  -0.059
H -0.598 5.380 -2.897  -0.001
H 0.941 4.635 -3.372  0.007
H 0.731 5.224 -1.719  0.012
H -2.078 3.461 -3.940  0.012
H -2.031 1.725 -3.546  0.010
H -0.718 2.446 -4.474  0.008
H -1.444 4.219 -0.095  0.043
H -2.238 2.660 -0.335  0.044
H -2.260 6.228 -1.224  0.106
H -4.078 7.361 -2.445  0.089
H -5.935 6.044 -3.418  0.084
H -5.929 3.573 -3.177  0.095
H -4.092 2.447 -1.984  0.088
C 3.575 -1.803 5.148  -0.073
C 4.058 -0.973 3.950  -0.639
C 5.148 -1.762 3.208  -0.067
C 4.655 0.346 4.458  -0.067
C 2.960 -0.686 3.012  -0.166
C 2.121 -0.429 2.165  -0.163
H 4.390 -1.948 5.864  0.074
H 3.229 -2.784 4.815  0.067
H 2.749 -1.300 5.656  0.076
H 5.979 -2.003 3.881  0.072
H 5.531 -1.174 2.372  0.081
H 4.736 -2.690 2.808  0.079
H 5.523 0.158 5.099  0.071
H 3.913 0.912 5.023  0.081
H 4.969 0.960 3.612  0.086

Atomic forces in eV per Å
0.47 0.48 -0.01
0.01 -0.03 0.10
-0.11 0.04 -0.02
-0.09 -0.23 -0.32
-0.09 -0.26 0.10
0.02 -0.03 -0.02
0.32 0.21 0.32
-0.28 -0.11 -0.15
0.03 0.04 0.03
-0.02 0.01 0.01
-0.11 -0.14 -0.01
0.10 0.05 0.15
-0.11 -0.14 -0.41
0.06 0.06 0.05
0.03 0.02 -0.05
-0.19 0.04 -0.06
0.06 0.13 0.12
0.01 0.00 -0.02
-0.02 0.00 -0.01
-0.01 0.07 0.00
-0.05 -0.01 0.00
0.05 -0.01 0.00
0.01 -0.02 0.03
0.07 0.00 -0.04
-0.01 -0.01 0.05
0.00 0.00 0.01
-0.02 0.02 0.03
0.05 0.04 -0.08
0.08 -0.10 0.34
-0.06 -0.04 0.03
0.05 0.03 -0.05
0.13 -0.04 0.11
-0.11 0.00 -0.14
0.00 0.00 0.10
0.04 0.04 0.00
-0.02 -0.01 0.01
0.03 -0.01 0.03
-0.01 -0.06 -0.05
-0.08 0.07 -0.06
0.02 0.01 -0.02
0.00 0.01 0.00
0.02 0.00 0.01
-0.04 0.01 0.01
0.04 -0.06 0.03
-0.02 0.00 -0.04
-0.04 0.03 0.07
0.04 -0.07 0.03
-0.03 -0.01 0.01
0.00 0.00 -0.02
-0.01 0.00 0.01
0.02 0.04 0.00
-0.15 0.08 -0.04
-0.06 -0.15 0.10
-0.15 0.11 -0.09
-0.16 -0.12 -0.07
0.23 0.09 0.00
-0.20 -0.07 -0.07
0.06 0.10 0.10
-0.13 -0.14 -0.03
0.10 0.16 0.04
0.01 0.22 0.04
0.04 -0.18 -0.15
0.02 0.20 0.06
0.07 -0.24 0.00
-0.03 0.24 0.01
0.10 -0.22 -0.05
-0.02 0.11 -0.05
0.12 -0.08 0.08
0.00 -0.05 -0.08
-0.16 0.05 -0.02
0.13 -0.03 0.09
0.08 -0.04 0.05
0.09 0.08 0.04
-0.01 0.02 0.02
0.00 -0.02 0.05
-0.03 -0.01 0.00
0.06 0.00 0.01
0.01 -0.04 0.02
0.03 -0.05 -0.01
-0.03 0.00 -0.05
0.11 0.04 -0.01
0.03 0.04 -0.01
-0.07 -0.06 -0.03
-0.02 -0.11 0.01
0.03 -0.01 0.04
-0.06 -0.02 0.03
0.00 0.05 0.04
-0.01 -0.04 -0.01
-0.04 0.00 -0.01
-0.06 0.02 -0.04
0.00 0.08 -0.05
0.02 -0.08 -0.07
0.03 -0.02 0.02
-0.05 0.01 0.04
-0.04 -0.02 0.01
0.02 -0.04 0.03
-0.06 0.06 -0.03
-0.03 -0.01 0.01
-0.01 0.03 0.01
0.01 0.00 0.03
0.04 0.03 0.00
0.06 -0.05 0.02
-0.03 0.10 -0.08
-0.01 -0.03 -0.05
-0.02 0.05 0.08
-0.03 0.01 -0.31
-0.13 0.00 -0.03
-0.04 -0.10 -0.06
-0.05 0.11 -0.02
-0.01 -0.04 0.03
-0.01 0.01 0.00
0.04 0.01 -0.01
-0.01 0.04 -0.01
0.00 -0.02 0.06
-0.01 -0.02 0.00
-0.01 -0.06 0.00
-0.01 -0.03 0.02
0.04 0.02 0.03
0.04 -0.03 0.03
0.06 -0.04 0.03
0.06 -0.06 0.05
0.01 0.03 0.02
0.02 0.00 -0.03
0.00 0.00 0.01
0.00 -0.01 -0.01
0.01 -0.02 0.01
0.01 0.04 -0.07
-0.03 0.03 -0.04
0.13 0.01 -0.02
0.01 0.04 0.02
0.00 0.04 -0.03
-0.11 -0.08 0.03
-0.02 0.07 0.07
0.00 -0.02 0.00
-0.02 0.00 0.03
0.00 -0.01 -0.01
-0.01 0.00 0.00
-0.01 -0.02 -0.02
0.01 0.00 -0.01
-0.02 -0.01 0.02
0.00 -0.01 -0.01
0.00 0.00 0.01

## Properties
Net charge = -2
HOMO (alpha / beta) = -0.22 / -1.13 eV
Multiplicity = 2
LUMO (alpha / beta) = 3.92 / 3.92 eV
Calculated total energy = -155122.2023 eV
Relative energy (zero: lowest compared OMol25 entry of this formula, charge and spin) = 47.43 kcal/mol


[4]
Density functional theory data (ωB97M-V with the def2-TZVPD basis set) for a molecular structure, AsF6H20O10 in a non-equilibrium geometry.

Each line ends with the natural charge from an NBO analysis.
Geometry (Å):
As 0.276 0.010 -0.123  2.782
F 0.602 -1.113 1.230  -0.624
F 2.059 0.035 -0.477  -0.637
F -0.086 1.209 -1.410  -0.622
F -1.481 -0.032 0.251  -0.626
F 0.596 1.432 1.032  -0.635
F 0.182 -1.425 -1.245  -0.637
O -2.996 -4.540 0.056  -0.942
H -3.616 -4.523 -0.673  0.461
H -2.255 -4.015 -0.248  0.482
O 0.172 4.179 -5.910  -0.935
H -0.328 4.840 -6.389  0.461
H -0.398 3.928 -5.183  0.473
O -0.747 -0.219 5.522  -0.950
H -0.661 -0.605 4.650  0.478
H -1.415 0.459 5.420  0.471
O 3.223 -4.798 4.080  -0.932
H 3.224 -5.548 4.675  0.460
H 2.473 -4.950 3.504  0.472
O -6.416 -1.038 0.252  -0.943
H -5.509 -0.867 -0.002  0.476
H -6.505 -1.990 0.194  0.466
O -0.197 7.600 2.271  -0.941
H -0.410 7.582 1.338  0.467
H 0.397 6.859 2.395  0.473
O 5.688 -3.104 -1.885  -0.944
H 6.318 -2.454 -1.573  0.467
H 4.833 -2.701 -1.735  0.477
O 5.727 2.293 -1.791  -0.946
H 5.370 2.199 -2.674  0.467
H 5.134 1.785 -1.237  0.479
O -0.270 -1.966 -5.436  -0.946
H 0.339 -2.686 -5.274  0.466
H -0.091 -1.338 -4.736  0.480
O -4.156 1.758 3.995  -0.939
H -4.338 1.231 3.217  0.475
H -4.741 2.512 3.917  0.465

Atomic forces in eV per Å
1.19 0.63 0.84
-0.48 0.88 -1.10
-1.76 0.11 0.07
0.48 -1.41 0.95
1.65 -0.09 -0.36
-0.76 -1.89 -1.50
-0.34 1.71 1.01
-0.16 -0.21 0.19
-0.11 0.00 -0.18
0.30 0.26 -0.02
0.20 -0.01 -0.12
-0.10 0.15 -0.13
-0.09 -0.15 0.26
0.07 -0.11 0.35
0.11 -0.07 -0.31
-0.19 0.21 -0.09
0.20 0.09 0.05
0.01 -0.16 0.16
-0.21 0.08 -0.21
-0.25 0.16 0.04
0.31 0.08 -0.05
-0.01 -0.23 0.03
-0.07 0.25 0.16
-0.07 -0.03 -0.22
0.14 -0.24 0.06
0.13 -0.24 -0.16
0.14 0.16 0.09
-0.30 0.10 0.08
0.33 0.11 0.01
-0.13 -0.01 -0.20
-0.26 -0.12 0.21
-0.16 -0.04 -0.31
0.13 -0.16 0.08
0.02 0.20 0.30
0.10 -0.03 0.27
0.04 -0.19 -0.24
-0.10 0.20 0.00

## Properties
Net charge = -1
HOMO = -8.95 eV
Multiplicity = 1
LUMO = 2.33 eV
Calculated total energy = -97948.7822 eV
Relative energy (zero: lowest compared OMol25 entry of this formula, charge and spin) = 51.39 kcal/mol


[5]
Density functional theory data (ωB97M-V with the def2-TZVPD basis set) for a molecular structure, C5H6OS2 in a non-equilibrium geometry.

Each line ends with the natural charge from an NBO analysis.
Geometry (Å):
C 2.795 0.176 -0.045  -0.332
C 1.421 -0.372 -0.505  -0.209
C 0.224 -0.199 0.321  -0.501
C -2.466 -0.664 0.209  -0.691
C -0.531 1.105 -0.121  0.379
H 3.645 0.396 -0.762  0.220
H 2.953 0.160 0.946  0.180
H 0.820 -0.604 -1.697  0.231
H 0.447 -0.029 1.436  0.266
H -3.357 -1.063 -0.202  0.244
H -2.669 -0.812 1.347  0.232
O -0.026 2.237 -0.214  -0.543
S -0.973 -1.461 -0.382  0.253
S -2.282 1.129 -0.331  0.271

Atomic forces in eV per Å
-5.75 -2.75 -6.83
4.27 2.74 -1.81
-1.31 0.34 0.39
0.08 1.01 1.94
1.03 4.20 0.42
-1.36 -0.62 0.96
0.44 0.37 3.45
3.17 0.87 3.20
-0.69 -0.87 -1.36
-0.57 -0.51 -1.02
0.85 0.68 -1.80
-0.25 -3.13 0.09
0.13 -0.37 1.50
-0.03 -1.95 0.85

## Properties
HOMO = -9.11 eV
Multiplicity = 1
LUMO = 0.11 eV
Calculated total energy = -28996.2153 eV
Relative energy (zero: lowest compared OMol25 entry of this formula, charge and spin) = 86.26 kcal/mol